(1)
A 20-piece molecular cluster, C80H220N20O20 overall, computed with ωB97M-V/def2-TZVPD.

The calculation puts the relative energy (zero: lowest compared OMol25 entry of this formula, charge and spin) at 948.77 kJ/mol. As for the molecular weight: 1782.760 g/mol. The LUMO energy is 0.3 eV. As for the spin multiplicity: 1. As for the charge: 0. The calculated total energy comes out at -157260.6396 eV. Its frontier orbital gap is 8.87 eV.

Each line ends with the Löwdin charge.
Element x y z (Å)
C 18.0898 22.1483 31.8744  -0.05
C 17.7726 22.2802 33.3824  -0.41
C 16.3357 22.6309 33.7977  -0.18
O 15.8695 23.8619 33.2650  -0.23
C 14.4624 23.9842 33.5160  -0.08
N 18.1040 21.0262 33.9871  0.04
H 18.0191 23.1560 31.4649  0.05
H 17.4119 21.5140 31.3032  0.06
H 19.0751 21.7122 31.7104  0.07
H 18.3357 23.1453 33.7327  0.13
H 16.4556 22.7907 34.8692  0.13
H 15.5920 21.8393 33.7058  0.11
H 13.9585 24.5637 32.7425  0.08
H 14.3208 24.6816 34.3418  0.08
H 13.8901 23.1076 33.8194  0.09
H 17.5445 20.3457 33.4930  0.02
H 18.9862 20.6657 33.6526  0.02
C 14.7465 18.4518 32.7917  -0.03
C 15.7445 18.4869 31.5846  -0.41
C 15.1673 19.2966 30.4118  -0.16
O 16.1144 19.2372 29.3119  -0.19
C 15.8222 20.0051 28.1876  -0.12
N 17.0571 19.0141 31.9024  0.06
H 15.2022 17.8010 33.5380  0.06
H 13.7794 18.0494 32.4900  0.08
H 14.6434 19.4875 33.1154  0.06
H 15.9305 17.4368 31.3592  0.13
H 14.8675 20.2938 30.7341  0.12
H 14.2050 18.8872 30.1042  0.12
H 16.6301 20.0229 27.4561  0.08
H 15.8665 21.0577 28.4672  0.07
H 14.9214 19.7688 27.6212  0.08
H 17.4901 19.0707 30.9917  0.08
H 17.4709 18.2457 32.4108  0.04
C 22.0730 27.9492 26.2273  -0.06
C 21.0565 26.8204 26.1749  -0.44
C 19.5728 27.2266 26.0139  -0.18
O 18.8102 25.9977 25.8096  -0.20
C 17.4572 26.3866 25.7478  -0.10
N 21.4684 25.9916 25.0082  0.03
H 23.0380 27.5061 26.4732  0.07
H 21.6492 28.6085 26.9848  0.07
H 22.2068 28.4195 25.2531  0.08
H 21.1359 26.0779 26.9689  0.12
H 19.6181 27.8414 25.1150  0.13
H 19.3460 27.8466 26.8812  0.11
H 16.9147 25.5180 25.3745  0.06
H 17.2839 27.2609 25.1203  0.09
H 17.2340 26.5513 26.8019  0.08
H 20.6229 25.4602 24.8576  0.04
H 22.2145 25.3790 25.3050  0.03
C 18.1730 28.2313 33.5232  -0.03
C 17.7154 26.8940 32.8711  -0.44
C 18.4903 26.3722 31.7127  -0.23
O 18.9940 27.3298 30.8294  -0.17
C 19.5827 26.8114 29.6368  -0.09
N 17.4838 25.9255 33.8886  0.06
H 19.2628 28.2231 33.5032  0.07
H 17.7465 28.3494 34.5193  0.07
H 17.7262 28.9862 32.8762  0.08
H 16.7644 27.1235 32.3904  0.13
H 17.8624 25.7135 31.1128  0.11
H 19.3322 25.7175 31.9379  0.12
H 20.3204 26.0157 29.7397  0.08
H 20.1028 27.6229 29.1277  0.08
H 18.8587 26.3565 28.9608  0.07
H 16.7938 25.2573 33.5764  0.03
H 17.1681 26.3084 34.7683  0.07
C 30.5998 18.9130 29.1101  -0.07
C 30.9067 18.8971 27.6353  -0.44
C 30.0944 19.9370 26.7641  -0.16
O 28.6985 19.9384 27.1608  -0.20
C 28.0288 21.1205 26.7912  -0.13
N 32.2886 19.2326 27.5220  0.02
H 31.0123 18.0870 29.6896  0.08
H 29.5282 18.9781 29.2986  0.07
H 30.8323 19.8723 29.5724  0.08
H 30.7202 17.8993 27.2381  0.13
H 30.2398 19.7545 25.6994  0.12
H 30.3852 20.9543 27.0260  0.11
H 28.2535 21.9190 27.4983  0.08
H 26.9453 21.0204 26.8554  0.06
H 28.2324 21.4456 25.7709  0.08
H 32.5199 20.0009 28.1354  0.07
H 32.3806 19.7608 26.6660  0.06
C 18.0376 13.9732 24.8865  -0.03
C 16.6055 14.0122 25.4964  -0.44
C 15.9136 15.3481 25.2691  -0.20
O 14.7318 15.4697 26.0721  -0.20
C 14.0341 16.6392 25.9038  -0.14
N 15.8176 13.0001 24.8493  0.04
H 17.9918 14.4632 23.9140  0.06
H 18.2994 12.9262 24.7337  0.08
H 18.8546 14.4398 25.4370  0.06
H 16.6378 13.9414 26.5836  0.13
H 15.6185 15.5290 24.2355  0.13
H 16.6112 16.0997 25.6385  0.12
H 14.7198 17.4836 25.9733  0.08
H 13.2134 16.6932 26.6191  0.09
H 13.6285 16.6079 24.8926  0.08
H 16.0729 12.0789 25.1754  0.07
H 14.8433 13.0095 25.1153  0.07
C 18.7498 20.2123 20.1824  -0.06
C 18.1781 19.0386 19.4601  -0.41
C 17.2296 19.3822 18.3611  -0.21
O 16.1086 20.1747 18.7522  -0.24
C 14.9550 20.0556 17.9622  -0.10
N 19.2397 18.0765 19.0080  0.06
H 18.9448 20.0691 21.2453  0.07
H 18.0921 21.0796 20.2389  0.06
H 19.6277 20.6686 19.7250  0.06
H 17.5667 18.4624 20.1546  0.13
H 16.9662 18.5770 17.6754  0.13
H 17.8903 19.9182 17.6797  0.12
H 15.0819 20.6416 17.0519  0.10
H 14.0243 20.3457 18.4498  0.08
H 14.8183 18.9767 18.0358  0.10
H 19.8505 18.4412 18.2911  0.06
H 19.8622 17.7346 19.7261  0.04
C 14.7002 19.1086 21.9392  -0.06
C 14.4774 20.4522 22.5678  -0.45
C 13.4323 21.2300 21.8632  -0.21
O 13.1511 22.3876 22.6095  -0.22
C 12.0556 23.1113 22.1594  -0.10
N 14.0749 20.1275 23.9144  0.06
H 15.3796 18.5407 22.5748  0.08
H 15.2527 19.1423 21.0002  0.06
H 13.8455 18.4495 21.7871  0.09
H 15.4079 21.0179 22.6153  0.14
H 12.5517 20.6564 21.5736  0.14
H 13.9155 21.4685 20.9157  0.11
H 11.7486 23.6668 23.0455  0.08
H 11.1740 22.5157 21.9228  0.10
H 12.3245 23.7930 21.3525  0.09
H 13.3282 19.4473 23.9184  0.08
H 13.5982 20.9486 24.2588  0.05
C 21.3045 26.6962 37.8569  -0.06
C 20.5694 26.6134 36.5000  -0.41
C 21.4616 26.4061 35.2156  -0.22
O 22.1721 25.2279 35.2048  -0.19
C 22.9960 24.9433 34.1016  -0.10
N 19.5500 25.5866 36.5644  0.04
H 21.9379 27.5724 37.9951  0.07
H 21.7976 25.7374 38.0170  0.07
H 20.5724 26.7976 38.6581  0.07
H 19.9889 27.5048 36.2623  0.12
H 22.0471 27.2976 34.9908  0.12
H 20.7470 26.3228 34.3968  0.10
H 23.4974 25.8716 33.8277  0.08
H 22.4219 24.6129 33.2360  0.08
H 23.8022 24.2698 34.3926  0.09
H 18.7631 25.8915 36.0094  0.03
H 20.0528 24.7926 36.1943  0.07
C 16.0441 24.1295 20.4170  -0.04
C 16.3106 24.2753 18.9142  -0.44
C 17.0208 25.5235 18.6110  -0.25
O 17.3066 25.6286 17.2385  -0.18
C 17.8995 26.9323 16.9589  -0.09
N 17.1325 23.1313 18.5419  0.07
H 15.4558 24.9216 20.8803  0.08
H 16.9953 23.9378 20.9136  0.08
H 15.5215 23.1864 20.5765  0.05
H 15.4058 24.2451 18.3072  0.14
H 18.0213 25.5464 19.0428  0.12
H 16.3896 26.3675 18.8889  0.13
H 17.3980 27.8320 17.3154  0.08
H 17.9301 27.0347 15.8741  0.08
H 18.9407 27.1070 17.2299  0.08
H 16.6500 22.2501 18.6456  0.04
H 17.3295 23.1952 17.5534  0.07
C 21.1336 11.3058 20.1914  -0.04
C 20.9320 12.3819 19.0314  -0.43
C 20.6725 13.7651 19.6040  -0.18
O 19.6189 13.7131 20.6011  -0.21
C 18.7873 14.8650 20.6910  -0.11
N 21.9976 12.2809 18.1034  0.01
H 21.8073 11.5748 21.0049  0.07
H 21.5337 10.3573 19.8330  0.06
H 20.1761 11.1482 20.6878  0.07
H 20.0930 12.0882 18.4005  0.13
H 20.4157 14.4095 18.7633  0.12
H 21.5185 14.1763 20.1548  0.12
H 18.2477 14.9515 19.7479  0.09
H 19.3542 15.7351 21.0221  0.07
H 18.0517 14.8042 21.4930  0.07
H 21.7770 12.4001 17.1250  0.07
H 22.4851 11.3966 18.1236  0.06
C 19.9900 22.8994 28.5742  -0.04
C 20.2517 21.5988 27.7559  -0.38
C 19.5203 21.5621 26.3897  -0.19
O 19.6840 20.3325 25.7550  -0.21
C 18.8428 20.0349 24.6299  -0.07
N 21.6640 21.5754 27.6450  0.05
H 18.9787 23.2712 28.4094  0.07
H 20.5938 23.7184 28.1832  0.06
H 20.2693 22.8267 29.6253  0.07
H 19.8692 20.7609 28.3387  0.13
H 19.6974 22.3920 25.7057  0.13
H 18.4507 21.6923 26.5541  0.10
H 18.8882 20.7166 23.7806  0.07
H 17.7983 19.8543 24.8838  0.08
H 19.2720 19.1200 24.2214  0.08
H 22.0434 21.3732 28.5590  0.06
H 22.1557 20.9176 27.0570  0.04
C 24.4176 22.6650 24.2774  -0.06
C 24.5446 22.9874 25.7551  -0.40
C 25.6870 24.0827 25.9688  -0.15
O 25.9516 24.3767 27.3574  -0.25
C 26.4915 25.6640 27.6803  -0.07
N 23.2785 23.5374 26.2280  0.05
H 25.2772 22.1277 23.8769  0.09
H 24.2939 23.6160 23.7594  0.08
H 23.5286 22.0605 24.0973  0.04
H 24.8143 22.0968 26.3226  0.11
H 25.3187 25.0058 25.5212  0.11
H 26.5764 23.8526 25.3820  0.12
H 27.1630 25.4998 28.5230  0.09
H 25.6386 26.3330 27.7943  0.09
H 27.1418 25.9779 26.8637  0.08
H 23.2987 23.7826 27.2076  0.06
H 22.5369 22.8567 26.3101  0.03
C 21.7871 22.3926 18.6713  -0.08
C 21.2448 23.4957 19.4999  -0.41
C 22.2609 23.9287 20.6081  -0.16
O 22.5593 23.0520 21.7377  -0.20
C 21.4445 22.8827 22.6373  -0.09
N 21.0631 24.7216 18.6698  0.04
H 22.3519 21.7498 19.3464  0.06
H 22.5930 22.6344 17.9784  0.08
H 21.1219 21.6658 18.2050  0.07
H 20.2841 23.1209 19.8531  0.11
H 21.9721 24.9042 20.9994  0.11
H 23.1789 24.2781 20.1356  0.13
H 21.1882 23.8513 23.0666  0.08
H 21.5506 22.1897 23.4719  0.06
H 20.5779 22.5378 22.0733  0.07
H 20.2009 24.6309 18.1517  0.05
H 21.0537 25.6324 19.1062  0.06
C 15.5067 23.3415 25.0354  -0.04
C 14.3216 23.2466 26.0762  -0.38
C 14.4719 24.1939 27.3748  -0.19
O 15.3981 23.6227 28.2740  -0.21
C 15.4760 24.4815 29.4280  -0.08
N 13.1109 23.5152 25.3775  0.03
H 16.4863 23.1992 25.4919  0.06
H 15.4731 24.2938 24.5062  0.06
H 15.3721 22.6465 24.2066  0.04
H 14.2314 22.2168 26.4216  0.12
H 13.4546 24.1627 27.7651  0.12
H 14.7786 25.2215 27.1794  0.11
H 16.0398 25.3326 29.0461  0.08
H 15.9961 23.8580 30.1551  0.07
H 14.5226 24.6903 29.9133  0.09
H 12.9670 24.5144 25.3452  0.08
H 13.1614 23.1157 24.4512  0.02
C 22.5750 19.4884 24.9147  -0.04
C 22.3016 18.5634 26.1308  -0.45
C 22.3411 17.1044 25.6681  -0.19
O 22.0440 16.1668 26.7194  -0.20
C 20.7505 16.2750 27.3796  -0.07
N 23.2921 18.7598 27.1251  0.06
H 21.7914 19.4801 24.1570  0.07
H 23.5656 19.3466 24.4827  0.09
H 22.6178 20.4779 25.3700  0.04
H 21.3087 18.7812 26.5245  0.11
H 23.3510 16.9040 25.3104  0.13
H 21.7164 16.8583 24.8095  0.12
H 20.8417 16.6281 28.4068  0.06
H 20.3702 15.2534 27.3751  0.08
H 20.0486 16.8526 26.7781  0.08
H 23.2962 17.9481 27.7261  0.08
H 24.2568 18.6667 26.8408  0.09
C 17.6575 15.7526 34.1786  -0.04
C 19.0727 16.4166 34.4203  -0.41
C 19.4751 17.6562 33.5388  -0.21
O 19.3766 17.4280 32.1599  -0.21
C 20.2422 16.3388 31.6418  -0.03
N 19.2849 16.7528 35.7852  0.04
H 16.8321 16.1845 34.7444  0.06
H 17.6936 14.7109 34.4975  0.07
H 17.3782 15.8849 33.1333  0.06
H 19.7374 15.6139 34.1008  0.12
H 20.4453 18.0252 33.8717  0.11
H 18.7680 18.4549 33.7627  0.09
H 19.9491 15.3190 31.8914  0.08
H 21.2425 16.4973 32.0448  0.09
H 20.3356 16.3659 30.5562  0.06
H 18.7773 17.6018 35.9891  0.08
H 18.7533 16.1596 36.4063  0.08
C 23.6162 18.7520 37.8257  -0.09
C 22.3710 18.3626 37.0865  -0.44
C 21.8484 19.5563 36.2885  -0.17
O 22.6054 19.9661 35.0821  -0.17
C 21.7813 20.7432 34.2220  -0.11
N 22.7629 17.3242 36.1242  0.05
H 24.4282 19.0067 37.1445  0.08
H 23.9385 17.9695 38.5126  0.08
H 23.4585 19.6249 38.4592  0.07
H 21.6568 18.0814 37.8604  0.14
H 21.7333 20.4378 36.9191  0.12
H 20.8201 19.2794 36.0561  0.09
H 22.0261 20.7553 33.1599  0.07
H 21.8666 21.7946 34.4965  0.08
H 20.6987 20.6208 34.2568  0.05
H 23.0652 17.8554 35.3202  0.05
H 21.8994 16.9892 35.7214  0.03
C 22.7718 19.1790 20.8217  -0.06
C 23.1455 18.4406 19.4699  -0.38
C 24.7020 18.4357 19.2628  -0.19
O 25.2052 18.5213 17.9554  -0.21
C 24.5431 19.2222 16.8735  -0.07
N 22.5573 17.0848 19.5736  0.04
H 23.2230 20.1700 20.8710  0.06
H 23.1525 18.6746 21.7099  0.07
H 21.7260 19.4653 20.9331  0.06
H 22.7000 19.0533 18.6862  0.10
H 25.2652 17.7418 19.8868  0.13
H 25.0530 19.4231 19.5628  0.11
H 24.4529 20.2613 17.1900  0.08
H 23.5061 18.9093 16.7517  0.07
H 25.1739 19.0704 15.9976  0.09
H 23.0719 16.7196 20.3622  0.06
H 22.7253 16.4979 18.7690  0.07
C 24.1466 23.1140 30.4076  -0.05
C 25.1879 21.9730 30.3246  -0.36
C 24.4306 20.6226 29.9156  -0.14
O 23.4900 20.3478 30.9812  -0.22
C 22.6398 19.2667 30.7638  -0.12
N 26.2582 22.3401 29.3844  0.04
H 23.5214 23.1589 29.5159  0.06
H 24.6097 24.0314 30.7709  0.08
H 23.4057 22.9590 31.1919  0.05
H 25.7321 21.8242 31.2572  0.13
H 25.1019 19.7642 29.8951  0.12
H 23.9112 20.7033 28.9607  0.08
H 21.8428 19.1668 31.5006  0.07
H 23.2136 18.3420 30.7022  0.09
H 22.1310 19.4748 29.8226  0.07
H 25.8379 22.3470 28.4660  0.03
H 26.5228 23.3143 29.3535  0.05

***

(2)
An isolated ion of composition C2H8NOS2 and charge +1, computed with ωB97M-V/def2-TZVPD.

The calculation puts the relative energy (zero: lowest compared OMol25 entry of this formula, charge and spin) at 118.90 kJ/mol. As for the molecular weight: 126.226 g/mol. The LUMO energy is -3.9 eV. As for the spin multiplicity: 1. As for the charge: +1. The calculated total energy comes out at -27404.0317 eV. Its frontier orbital gap is 10.03 eV.

Each line ends with the natural charge from an NBO analysis.
Element x y z (Å)
N 1.1044 1.1711 0.2801  -0.74
C 0.7572 0.0942 -0.6970  0.22
O 1.7181 -0.8858 -0.7403  -0.68
C -0.8517 -0.5331 -0.5135  -0.48
S -2.0282 0.9267 -0.2106  0.05
S -0.8315 -1.9444 0.6744  0.02
H 1.9849 1.6970 -0.0741  0.47
H 0.3331 1.8698 0.2467  0.46
H 1.2027 0.8655 1.2723  0.45
H 0.8274 0.5772 -1.7278  0.21
H 1.3555 -1.6015 -0.1838  0.49
H -1.2424 -0.9340 -1.4280  0.26
H -1.5816 1.1359 1.0219  0.10
H -0.9126 -2.8113 -0.3857  0.17

***

(3)
C23H21CeF3N6O4S as an isolated structure, computed with ωB97M-V/def2-TZVPD.

As for the molecular weight: 674.636 g/mol. The LUMO energy is -1.1 eV. As for the spin multiplicity: 1. As for the charge: 0. The calculated total energy comes out at -73225.9914 eV. Its frontier orbital gap is 6.40 eV.

Each line ends with the Löwdin charge.
Element x y z (Å)
Ce -0.6123 -0.4352 0.3156  0.83
N -1.7407 -0.8764 -1.6108  -0.07
C -2.8582 -0.6007 -0.7329  -0.25
C -2.7290 -1.4416 0.5395  -0.56
O -3.1193 -2.6129 0.5445  0.10
N -2.2100 -0.7154 1.5398  -0.09
C -1.5000 -1.5163 2.5746  -0.08
C 0.0412 -1.7749 2.5678  -0.59
O 0.4635 -2.2945 3.6607  0.02
O 0.7562 -1.4667 1.5684  -0.21
H -1.6099 -0.2196 -2.4139  0.13
H -1.6325 -1.8774 -1.8900  0.15
H -3.8032 -0.8567 -1.2241  0.19
H -2.9006 0.4684 -0.4950  -0.03
H -1.9621 -2.5047 2.7130  0.14
H -1.6755 -1.0054 3.5342  0.14
F 3.7903 -3.6282 -3.3675  0.10
C 2.5260 -3.1209 -3.5645  -0.52
F 2.7294 -1.8854 -4.0909  0.10
F 2.0431 -3.8711 -4.6126  0.10
C 1.6780 -3.2965 -2.3402  -0.10
C 1.5115 -4.6097 -1.8504  0.02
C 0.7401 -4.8536 -0.7203  -0.03
C 0.1529 -3.7652 -0.1087  -0.06
N 0.2895 -2.4986 -0.5474  -0.10
C 1.0314 -2.3031 -1.6267  -0.69
S 1.0276 -0.6707 -1.9397  0.81
H 1.9916 -5.4407 -2.3619  0.13
H 0.6026 -5.8540 -0.3323  0.11
H -0.4629 -3.8745 0.7769  0.13
N 0.9042 0.4212 1.9366  0.08
C 1.6437 0.8387 2.7279  0.00
C 2.5571 1.3543 3.7052  -0.19
C 2.0716 1.9624 4.8681  -0.02
C 2.9624 2.4642 5.8191  -0.07
C 4.3376 2.3594 5.6103  -0.08
C 4.8256 1.7539 4.4525  -0.07
C 3.9373 1.2513 3.4997  -0.02
H 1.0005 2.0492 5.0407  0.12
H 2.5846 2.9367 6.7227  0.11
H 5.0304 2.7506 6.3518  0.11
H 5.8982 1.6735 4.2923  0.11
H 4.3284 0.7807 2.5997  0.12
N -2.3877 4.9687 -4.5253  0.17
C -3.2022 4.1152 -3.8365  -0.48
O -4.4177 4.1827 -3.9795  0.06
C -2.5867 3.1152 -2.9209  -0.10
C -1.2104 2.9993 -2.7243  0.05
C -0.7581 2.0284 -1.8454  -0.14
N -1.5683 1.1887 -1.1683  -0.11
C -2.8949 1.3204 -1.3752  -0.16
C -3.4459 2.2562 -2.2303  0.09
H -2.8455 5.6331 -5.1369  0.12
H -1.3826 4.9929 -4.4767  0.09
H -0.4873 3.6284 -3.2235  0.12
H 0.3037 1.8954 -1.6558  0.05
H -3.5237 0.6319 -0.8176  0.09
H -4.5229 2.3140 -2.3553  0.14
H 0.2900 1.5352 0.1399  0.01

***

It is found that the strongest force on any atom values, taken in the order of the records, are 3.402 3.853 11.755 eV/A.